*a*
{"formula": "C3H9IN2", "method": "the ωB97M-V functional and the def2-TZVPD basis", "species": ["C", "C", "C", "N", "N", "I", "H", "H", "H", "H", "H", "H", "H", "H", "H"], "positions_angstrom": [[-0.1203, 2.3150, -0.7034], [0.6366, -1.6239, 1.3771], [0.1169, -0.6868, -0.8063], [-1.5310, -1.1502, 0.8127], [-0.3279, -1.0206, 0.3788], [2.0502, -0.8342, -1.5434], [-0.8820, 1.7241, -1.2807], [0.9060, 2.1173, -1.2164], [-0.2837, 3.3946, -0.9161], [0.4345, -2.7053, 1.3591], [1.6404, -1.2162, 1.2902], [0.2727, -1.2403, 2.3720], [-0.5652, -0.4354, -1.6055], [-0.0941, 2.1539, 0.4110], [-2.2528, -0.7920, 0.0708]], "lowdin_charge": [-0.10, -0.06, -0.70, 0.02, -0.44, 0.84, 0.01, 0.01, 0.01, 0.10, 0.03, 0.10, 0.03, 0.04, 0.09], "total_charge": 0, "gap_ev": [8.0809, 8.0796]}

*b*
{"formula": "C3H9IN2", "method": "the ωB97M-V functional and the def2-TZVPD basis", "species": ["C", "N", "I", "H", "H", "C", "N", "C", "H", "H", "H", "H", "H", "H", "H"], "positions_angstrom": [[2.1413, 1.9835, 0.8530], [2.2698, 0.7835, 1.0876], [3.6094, -0.5297, -0.1062], [2.5447, 2.4704, -0.0548], [1.3284, 2.4655, 1.3523], [-1.2977, -0.2340, -1.4856], [-0.6930, -0.3043, -0.1755], [-1.3094, -1.2388, 0.8510], [-1.0361, -1.1707, -2.1391], [-2.3857, -0.1442, -1.4612], [-1.0152, 0.7423, -2.0393], [0.2546, -0.4787, -0.2306], [-0.6796, -1.2105, 1.7789], [-2.2936, -0.8561, 1.1794], [-1.4379, -2.2780, 0.5903]], "lowdin_charge": [-0.24, -0.39, 0.52, 0.07, 0.07, -0.18, -0.18, -0.12, 0.10, 0.06, 0.09, 0.00, 0.08, 0.07, 0.05], "total_charge": 0, "smiles": "C=NI.CNC", "gap_ev": 7.7853}

If we sort the structures by their calculated energies, the order from most to least stable is *b*, *a*.

*a*
{"formula": "C4H15N2O2", "method": "the ωB97M-V functional and the def2-TZVPD basis", "species": ["N", "C", "C", "C", "O", "C", "N", "H", "H", "H", "H", "H", "H", "H", "H", "H", "H", "H", "H", "H", "H", "H", "O"], "positions_angstrom": [[0.8104, -1.2993, -0.5501], [0.4953, -0.3562, 0.5928], [-0.9926, -0.1081, 0.5944], [-1.8390, -1.3924, 0.7489], [-2.4508, -1.6644, -0.5170], [1.2132, 0.9638, 0.2634], [2.6193, 0.8636, 0.5884], [1.7595, -1.1770, -0.9080], [0.7025, -2.2648, -0.2428], [0.0889, -1.2272, -1.2793], [0.8678, -0.8264, 1.4972], [-1.2862, 0.5280, 1.4316], [-1.3560, 0.3924, -0.2995], [-1.1652, -2.2438, 0.9265], [-2.5695, -1.4130, 1.5523], [-3.3909, -1.8245, -0.3993], [0.6863, 1.8417, 0.6352], [1.1739, 1.0234, -0.8245], [2.8565, 0.9846, 1.5615], [3.2706, 1.3334, -0.0161], [-1.2903, 2.8963, -1.8873], [0.3452, 2.6581, -1.7283], [-0.5488, 2.3119, -1.7400]], "lowdin_charge": [0.24, -0.27, -0.14, -0.22, -0.07, -0.25, 0.02, 0.17, 0.16, 0.18, 0.16, 0.14, 0.11, 0.11, 0.13, 0.10, 0.13, 0.10, 0.09, 0.08, 0.06, 0.04, -0.05], "total_charge": 1, "gap_ev": 10.4042}

*b*
{"formula": "C4H15N2O2", "method": "the ωB97M-V functional and the def2-TZVPD basis", "species": ["C", "C", "C", "C", "N", "N", "H", "H", "H", "H", "H", "H", "H", "H", "H", "H", "H", "H", "H", "O", "H", "H", "O"], "positions_angstrom": [[2.3761, -1.1475, 0.8464], [1.7682, 0.2503, 0.9878], [0.6915, 0.5664, -0.0011], [0.6217, 1.6698, -0.7490], [-0.3444, 1.9194, -1.7190], [-0.3460, -0.4654, -0.0363], [2.6869, -1.1515, -0.2037], [1.7202, -2.0012, 1.0436], [3.2363, -1.3551, 1.4743], [1.2142, 0.3786, 1.9480], [2.5051, 1.0190, 1.1915], [1.2993, 2.5117, -0.6974], [-1.2751, 1.6168, -1.5809], [-0.1684, 2.5055, -2.5191], [-1.1303, -0.3071, -0.6735], [0.0875, -1.3386, -0.3502], [-0.6782, -0.6777, 0.9246], [-1.8152, -1.4988, 3.1597], [-2.4590, -0.6853, 2.0326], [-1.7665, -1.3353, 2.2376], [-3.4211, 0.0493, -2.0211], [-2.2844, -0.2117, -3.0985], [-2.5187, -0.3116, -2.1961]], "lowdin_charge": [-0.08, -0.21, -0.27, -0.10, 0.07, 0.24, 0.09, 0.07, 0.08, 0.12, 0.12, 0.14, 0.05, 0.10, 0.11, 0.17, 0.11, 0.05, 0.08, -0.02, 0.09, 0.04, -0.04], "total_charge": 1, "gap_ev": 9.1246}

*c*
{"formula": "C4H15N2O2", "method": "the ωB97M-V functional and the def2-TZVPD basis", "species": ["C", "C", "C", "N", "C", "N", "H", "H", "H", "H", "H", "H", "H", "H", "H", "H", "H", "H", "H", "O", "H", "H", "O"], "positions_angstrom": [[-1.4693, -1.8853, -1.5401], [-0.1568, -1.1082, -1.7774], [0.1069, -0.0164, -0.7344], [-0.1349, 2.4073, 0.7974], [-0.5142, 2.3431, -0.4513], [-0.4504, 1.2649, -1.1648], [-2.0530, -1.6791, -2.4466], [-1.3949, -2.9663, -1.5217], [-2.0232, -1.4833, -0.7003], [-0.1168, -0.7364, -2.8113], [0.7574, -1.7072, -1.8198], [1.1691, 0.0163, -0.4584], [-0.3360, -0.2740, 0.2374], [-0.1245, 3.1861, 1.4241], [0.4228, 1.6495, 1.2008], [-0.9022, 3.2494, -0.9025], [-0.7710, 1.2320, -2.1180], [1.2181, -1.4568, 3.6876], [-0.0872, -1.9154, 3.1087], [0.4431, -1.1282, 3.1909], [2.7714, 0.8410, 1.7398], [1.6644, -0.3245, 1.7394], [1.9812, 0.4915, 1.3207]], "lowdin_charge": [-0.08, -0.22, -0.18, 0.20, -0.13, 0.09, 0.07, 0.07, 0.07, 0.11, 0.11, 0.10, 0.12, 0.14, 0.09, 0.16, 0.16, 0.07, 0.05, -0.05, 0.08, 0.03, -0.07], "total_charge": 1, "gap_ev": 11.7113}

*d*
{"formula": "C4H15N2O2", "method": "the ωB97M-V functional and the def2-TZVPD basis", "species": ["N", "C", "C", "C", "O", "C", "N", "H", "H", "H", "H", "H", "H", "H", "H", "H", "H", "H", "H", "H", "H", "H", "O"], "positions_angstrom": [[-1.7391, -0.3828, -0.1423], [-0.4974, -0.9090, 0.4740], [0.4577, 0.2722, 0.6542], [0.0594, 1.2445, 1.7787], [0.4803, 0.8827, -0.6332], [0.0177, -1.9767, -0.4742], [-1.0244, -2.9865, -0.6369], [-1.4836, 0.1383, -0.9972], [-2.3986, -1.1465, -0.3453], [-2.2248, 0.2984, 0.4433], [-0.7390, -1.3484, 1.4384], [1.4585, -0.1148, 0.8490], [-0.9973, 1.1912, 2.0349], [0.6212, 0.9569, 2.6625], [0.3536, 2.2538, 1.5090], [0.7655, 1.8144, -0.6201], [0.9589, -2.3513, -0.0836], [0.2161, -1.5359, -1.4434], [-1.0299, -3.6768, 0.1126], [-0.9628, -3.4382, -1.5424], [2.8273, 2.7635, -1.0285], [2.0358, 4.0854, -1.0836], [1.9884, 3.1652, -0.7758]], "lowdin_charge": [0.21, -0.26, -0.37, 0.00, -0.05, -0.21, 0.01, 0.17, 0.16, 0.16, 0.17, 0.15, 0.08, 0.09, 0.09, 0.05, 0.13, 0.13, 0.09, 0.09, 0.07, 0.08, -0.04], "total_charge": 1, "gap_ev": 10.8895}

If we sort the structures by their calculated energies, the order from most to least stable is *d*, *c*, *b*, *a*.